No. 1
Molecular formula: C26H52AsF6NO16P2S2
Method: DFT, wB97M-V/def2-TZVPD

```
! RIJCOSX wB97M-V def2-TZVPD def2/J DEFGRID3
* xyz -2 1
N -1.201 -0.608 -0.605
H -0.710 0.258 -0.807
H -2.091 -0.528 -1.085
H -1.340 -0.697 0.392
H -0.586 -1.353 -0.909
C -5.239 1.595 -2.856
C -6.380 2.372 -2.348
C -7.069 1.951 -0.985
O -8.227 2.322 -0.734
C -6.247 1.070 -0.172
C -5.156 0.461 -0.660
C -4.715 0.672 -2.078
O -3.748 -0.069 -2.567
O -4.541 -0.280 0.178
O -6.937 3.215 -3.062
H -4.702 1.678 -3.790
H -6.639 0.838 0.809
As -1.448 -3.598 -2.498
F -0.705 -4.116 -0.880
F -2.789 -4.775 -2.137
F -2.133 -3.102 -4.122
F -0.382 -2.189 -2.512
F -0.260 -4.710 -3.206
F -2.528 -2.517 -1.533
C -1.675 4.270 -2.295
C -2.462 3.253 -1.503
C -1.827 3.177 -0.092
S -0.056 3.093 -0.455
O 0.271 1.659 -0.736
O 0.759 3.900 0.400
C -0.201 3.940 -2.072
H -1.784 5.159 -1.670
H -2.059 4.500 -3.287
H -2.338 2.233 -1.870
H -3.480 3.628 -1.405
H -2.018 2.403 0.652
H -2.115 4.128 0.360
H 0.358 3.457 -2.872
H 0.336 4.803 -1.676
C 3.335 -1.108 -5.356
C 3.177 -1.088 -3.842
C 2.222 0.015 -3.209
S 1.490 0.852 -4.709
O 2.269 2.123 -4.936
O 0.014 0.936 -4.651
C 2.111 -0.372 -5.992
H 3.239 -2.133 -5.711
H 4.218 -0.643 -5.796
H 4.030 -1.072 -3.164
H 2.511 -1.908 -3.574
H 2.619 0.638 -2.409
H 1.302 -0.467 -2.877
H 2.043 0.320 -6.829
H 1.228 -1.009 -5.920
C 1.301 -1.769 5.913
C 0.736 -0.483 5.354
O -0.026 -0.822 4.276
P -0.615 0.422 3.347
O -0.627 0.167 1.875
O -2.007 0.745 3.959
C -3.197 0.557 3.189
C -4.283 1.431 3.674
O 0.282 1.646 3.847
C -0.353 2.910 4.156
C 0.600 4.076 4.177
H 1.564 -2.366 5.039
H 2.209 -1.752 6.516
H 0.583 -2.384 6.457
H 0.196 0.057 6.133
H 1.681 0.000 5.098
H -2.807 0.704 2.182
H -3.566 -0.467 3.117
H -4.017 2.481 3.549
H -5.133 1.255 3.014
H -4.481 1.173 4.714
H -1.329 3.076 3.702
H -0.573 2.673 5.199
H 0.412 4.971 4.767
H 1.634 3.823 4.417
H 0.706 4.303 3.114
C 3.627 -5.317 -1.306
C 2.579 -4.358 -0.915
O 3.137 -3.080 -0.936
P 2.531 -1.970 0.105
O 1.180 -1.478 -0.152
O 3.587 -0.714 0.124
C 3.575 0.445 0.907
C 3.786 1.736 0.178
O 2.653 -2.681 1.560
C 3.983 -2.976 2.046
C 3.807 -4.284 2.803
H 4.581 -4.890 -1.617
H 3.848 -6.112 -0.596
H 3.211 -5.686 -2.246
H 1.645 -4.483 -1.464
H 2.289 -4.602 0.108
H 2.756 0.547 1.620
H 4.478 0.242 1.487
H 4.465 2.418 0.687
H 4.288 1.437 -0.744
H 2.845 2.157 -0.175
H 4.862 -3.059 1.408
H 4.298 -2.402 2.919
H 4.769 -4.554 3.243
H 3.049 -4.148 3.574
H 3.539 -5.188 2.256
*
```

Calculated values
* HOMO: -0.58 eV
* calculated total energy: -179451.426 eV
* Kohn-Sham gap: 3.801 eV

---

No. 2
Molecular formula: C16H16N2O4S2
Method: DFT, wB97M-V/def2-TZVPD

```
! RIJCOSX wB97M-V def2-TZVPD def2/J DEFGRID3
* xyz 0 1
C -1.535 -1.941 4.231
C -0.155 -1.310 4.329
O -0.071 -0.128 3.526
C 0.179 -0.280 2.235
O 0.396 -1.329 1.688
C 0.138 1.056 1.523
S -1.644 1.382 1.209
C -1.625 1.975 -0.450
C -0.742 2.881 -0.940
C 0.220 3.497 -0.120
N 1.009 4.000 0.545
C -0.810 3.410 -2.337
O -0.497 4.540 -2.630
N -1.278 2.524 -3.261
C -1.629 1.183 -2.941
C -0.465 0.320 -2.521
C -0.710 -0.946 -2.004
C 0.311 -1.723 -1.496
C 1.619 -1.240 -1.496
O 2.689 -1.896 -0.997
C 2.469 -3.099 -0.291
C 1.873 0.015 -2.055
C 0.845 0.785 -2.556
S -2.826 1.247 -1.503
H -1.722 -2.274 3.213
H -1.593 -2.796 4.898
H -2.298 -1.218 4.510
H 0.056 -0.974 5.346
H 0.615 -2.016 4.000
H 0.545 1.851 2.144
H 0.653 0.985 0.567
H -1.441 2.887 -4.188
H -2.200 0.734 -3.756
H -1.724 -1.319 -1.975
H 0.077 -2.690 -1.083
H 3.443 -3.391 0.099
H 2.095 -3.887 -0.953
H 1.771 -2.943 0.535
H 2.888 0.376 -2.069
H 1.074 1.754 -2.974
*
```

Calculated values
* HOMO: -8.62 eV
* calculated total energy: -49691.805 eV
* Kohn-Sham gap: 7.898 eV
* energy relative to the best compared isomer or geometry (same formula, charge and spin): 55.4 kcal/mol

---

No. 3
Molecular formula: C43H32F5IrOP2
Method: DFT, wB97M-V/def2-TZVPD

```
! RIJCOSX wB97M-V def2-TZVPD def2/J DEFGRID3
* xyz 3 6
Ir 0.000 0.000 0.000
P -2.065 -1.067 0.038
C 0.928 -1.574 0.012
O 1.522 -2.578 0.027
P 1.932 1.285 -0.152
C -2.059 -2.863 0.385
C -3.006 -0.984 -1.531
C -3.191 -0.392 1.306
C 2.407 2.249 1.330
C 3.478 0.385 -0.531
C 1.804 2.509 -1.500
C -2.641 -3.405 1.536
C -2.594 -4.781 1.764
C -1.970 -5.624 0.846
C -1.387 -5.088 -0.304
C -1.427 -3.716 -0.533
H -3.136 -2.753 2.249
H -3.051 -5.192 2.660
H -1.935 -6.695 1.026
H -0.894 -5.739 -1.021
H -0.969 -3.302 -1.427
C -2.677 -0.199 2.596
C -3.502 0.270 3.615
C -4.841 0.566 3.350
C -5.352 0.387 2.064
C -4.532 -0.093 1.043
H -1.626 -0.405 2.781
H -3.098 0.420 4.612
H -5.482 0.944 4.141
H -6.391 0.627 1.852
H -4.930 -0.223 0.042
C -3.936 -1.979 -1.869
C -4.657 -1.893 -3.059
C -4.455 -0.815 -3.922
C -3.531 0.177 -3.591
C -2.805 0.094 -2.404
H -4.088 -2.825 -1.205
H -5.372 -2.670 -3.312
H -5.015 -0.751 -4.851
H -3.370 1.017 -4.261
H -2.090 0.867 -2.137
C 4.170 0.560 -1.735
C 5.335 -0.168 -1.987
C 5.817 -1.070 -1.040
C 5.131 -1.247 0.164
C 3.967 -0.527 0.416
H 3.802 1.266 -2.472
H 5.865 -0.025 -2.924
H 6.723 -1.636 -1.238
H 5.498 -1.952 0.904
H 3.432 -0.672 1.351
C 1.423 2.640 2.248
C 1.774 3.393 3.369
C 3.104 3.755 3.586
C 4.088 3.364 2.678
C 3.744 2.613 1.555
H 0.390 2.362 2.069
H 1.005 3.693 4.075
H 3.374 4.337 4.463
H 5.126 3.638 2.844
H 4.514 2.301 0.856
C 2.360 3.789 -1.417
C 2.245 4.671 -2.492
C 1.579 4.278 -3.653
C 1.022 3.000 -3.739
C 1.126 2.121 -2.665
H 2.870 4.101 -0.511
H 2.670 5.668 -2.419
H 1.486 4.969 -4.487
H 0.494 2.694 -4.638
H 0.672 1.134 -2.706
H -2.078 3.658 2.684
H -2.276 3.950 2.030
F 2.464 0.694 3.147
C 1.548 -0.231 3.267
C 0.623 -0.736 2.239
C 0.222 -2.054 2.703
F -0.235 -2.961 1.898
C 0.415 -2.611 3.973
F -0.055 -3.854 4.254
C 1.122 -1.943 4.923
F 1.334 -2.486 6.148
C 1.735 -0.784 4.551
F 2.591 -0.201 5.432
*
```

Calculated values
* HOMO (alpha / beta): -14.82 / -16.31 eV
* calculated total energy: -82126.376 eV
* Kohn-Sham gap (alpha / beta): 6.859 / 3.825 eV

---

No. 4
Molecular formula: C61H97N5O9
Method: DFT, wB97M-V/def2-TZVPD

```
! RIJCOSX wB97M-V def2-TZVPD def2/J DEFGRID3
* xyz 0 1
C 5.312 -0.660 -3.412
C 6.348 0.180 -2.591
C 7.652 -0.358 -3.193
O 7.315 -0.581 -4.559
C 6.007 -0.892 -4.784
H 4.359 -0.145 -3.537
H 5.124 -1.523 -2.774
H 6.319 0.102 -1.504
H 6.273 1.207 -2.947
H 8.023 -1.225 -2.645
H 8.400 0.393 -2.937
H 6.067 -1.906 -5.178
H 5.464 -0.314 -5.531
C 6.468 -0.552 4.557
C 6.209 -1.191 5.864
C 7.590 -1.413 6.408
O 8.531 -0.765 5.448
C 7.861 0.116 4.596
H 5.675 0.159 4.325
H 6.436 -1.424 3.904
H 5.642 -2.121 5.825
H 5.687 -0.520 6.546
H 7.714 -2.490 6.523
H 7.708 -0.939 7.382
H 8.423 0.065 3.664
H 7.903 1.034 5.183
C -8.014 -0.694 2.231
C -6.701 -1.484 2.026
C -5.851 -0.922 3.153
O -6.820 -0.410 4.098
C -8.141 -0.811 3.691
H -8.911 -1.023 1.706
H -7.841 0.348 1.959
H -6.230 -1.238 1.075
H -6.843 -2.565 2.062
H -5.220 -0.085 2.853
H -5.195 -1.647 3.635
H -8.963 -0.174 4.018
H -8.358 -1.838 3.986
C 3.739 -7.321 -1.727
C 4.218 -7.230 -3.195
C 3.856 -8.609 -3.684
O 4.045 -9.458 -2.590
C 3.805 -8.755 -1.303
H 2.786 -6.827 -1.537
H 4.441 -6.804 -1.073
H 5.298 -7.082 -3.222
H 3.780 -6.455 -3.824
H 4.621 -8.892 -4.407
H 2.890 -8.744 -4.171
H 4.627 -8.933 -0.610
H 2.832 -8.962 -0.858
C -1.879 0.823 8.452
C -2.200 -0.319 9.456
C -0.779 -0.951 9.519
O -0.267 -0.870 8.180
C -0.872 0.174 7.431
H -1.331 1.586 9.006
H -2.769 1.240 7.981
H -2.993 -1.013 9.177
H -2.417 0.084 10.445
H -0.726 -2.005 9.794
H -0.109 -0.400 10.179
H -1.374 -0.156 6.521
H -0.113 0.918 7.189
C -8.363 -0.012 -4.569
C -6.960 0.315 -4.922
C -7.012 1.769 -5.347
O -8.414 1.923 -5.648
C -9.235 1.204 -4.683
H -8.399 -0.404 -3.552
H -8.790 -0.775 -5.220
H -6.383 -0.341 -5.574
H -6.378 0.189 -4.008
H -6.370 1.815 -6.227
H -6.561 2.467 -4.641
H -10.287 1.150 -4.964
H -9.315 1.885 -3.837
C 4.629 7.334 6.584
C 5.077 5.956 6.221
C 3.843 5.154 5.939
O 2.722 5.980 6.344
C 3.182 7.143 7.058
H 4.839 8.116 5.854
H 5.309 7.675 7.365
H 5.641 5.559 7.065
H 5.820 5.897 5.425
H 3.807 4.261 6.562
H 3.783 4.714 4.944
H 3.211 6.962 8.132
H 2.553 8.014 6.874
C 0.591 -1.765 -10.306
C -0.568 -2.191 -9.390
C -0.012 -2.997 -8.254
O 1.292 -3.225 -8.682
C 1.579 -2.907 -10.106
H 0.996 -0.827 -9.925
H 0.457 -1.605 -11.376
H -1.167 -2.825 -10.044
H -1.267 -1.393 -9.140
H -0.551 -3.941 -8.172
H -0.060 -2.427 -7.326
H 1.475 -3.768 -10.766
H 2.597 -2.556 -10.279
C -4.001 5.967 2.268
C -2.829 5.847 3.254
C -3.089 6.830 4.322
O -4.486 7.229 4.229
C -5.152 6.338 3.299
H -4.055 5.085 1.629
H -3.846 6.819 1.605
H -1.924 6.012 2.669
H -2.646 4.821 3.575
H -2.365 7.620 4.124
H -2.935 6.451 5.332
H -5.927 6.907 2.786
H -5.418 5.375 3.736
N -4.098 -6.701 -4.996
C -5.084 -6.987 -5.899
C -5.404 -8.279 -6.282
C -4.619 -9.292 -5.834
C -3.526 -8.985 -4.982
C -3.301 -7.691 -4.580
H -5.504 -6.077 -6.301
H -6.199 -8.439 -6.996
H -4.620 -10.334 -6.117
H -2.767 -9.733 -4.803
H -2.443 -7.501 -3.952
N 0.623 10.604 -0.192
C -0.055 10.797 -1.428
C 0.073 9.860 -2.438
C 0.638 8.635 -2.097
C 1.215 8.413 -0.859
C 1.195 9.433 0.101
H -0.638 11.703 -1.362
H -0.360 10.086 -3.401
H 0.536 7.786 -2.757
H 1.477 7.408 -0.562
H 1.317 9.225 1.154
N 0.037 4.325 -7.147
C -0.472 5.550 -7.532
C 0.425 6.588 -7.780
C 1.759 6.354 -7.816
C 2.238 5.084 -7.388
C 1.313 4.067 -7.092
H -1.535 5.676 -7.682
H -0.122 7.468 -8.085
H 2.439 7.177 -7.981
H 3.299 4.890 -7.329
H 1.672 3.086 -6.816
N 0.546 0.409 0.458
C 0.239 -0.895 0.760
C -0.654 -1.598 -0.041
C -1.014 -1.055 -1.296
C -0.704 0.274 -1.591
C 0.137 0.918 -0.701
H 0.565 -1.265 1.721
H -1.052 -2.560 0.247
H -1.591 -1.738 -1.902
H -1.037 0.798 -2.475
H 0.390 1.960 -0.834
N 1.597 -7.076 5.785
C 0.281 -6.790 6.110
C -0.202 -6.870 7.456
C 0.676 -7.369 8.425
C 1.942 -7.594 8.081
C 2.419 -7.352 6.777
H -0.333 -6.554 5.253
H -1.247 -6.640 7.604
H 0.290 -7.465 9.429
H 2.615 -7.745 8.912
H 3.459 -7.546 6.560
*
```

Calculated values
* HOMO: -9.45 eV
* calculated total energy: -90695.824 eV
* Kohn-Sham gap: 9.531 eV
* energy relative to the best compared isomer or geometry (same formula, charge and spin): 199.0 kcal/mol

---

No. 5
Molecular formula: C3H2N2O2
Method: DFT, wB97M-V/def2-TZVPD

```
! RIJCOSX wB97M-V def2-TZVPD def2/J DEFGRID3
* xyz 0 1
O -2.480 -0.013 -0.938
C -1.769 0.152 0.011
C -0.323 -0.214 0.097
N 0.485 0.789 0.122
C 1.706 0.206 -0.017
N 1.660 -1.093 0.068
O 0.273 -1.396 0.081
H -2.134 0.752 0.850
H 2.582 0.816 -0.274
*
```

Calculated values
* HOMO: -11.06 eV
* calculated total energy: -10216.149 eV
* Kohn-Sham gap: 10.964 eV
* energy relative to the best compared isomer or geometry (same formula, charge and spin): 47.1 kcal/mol

---

No. 6
Molecular formula: C21H19N3O6
Method: DFT, wB97M-V/def2-TZVPD

```
! RIJCOSX wB97M-V def2-TZVPD def2/J DEFGRID3
* xyz 0 1
O -0.648 -0.251 -0.420
C -0.823 -1.279 0.193
C 0.353 -2.220 0.525
N 1.551 -1.638 -0.011
C 1.977 -1.900 -1.324
O 1.598 -2.819 -2.000
N 2.904 -0.962 -1.611
C 3.046 0.045 -0.585
C 2.535 1.419 -1.051
C 2.875 2.444 0.021
O 4.271 2.571 0.208
C 4.978 1.416 0.278
C 6.302 1.512 0.707
C 7.092 0.386 0.798
C 6.576 -0.857 0.465
C 5.270 -0.959 0.029
C 4.464 0.168 -0.080
C 2.104 -0.498 0.497
O 1.890 -0.035 1.588
N -2.004 -1.746 0.659
C -3.282 -1.177 0.550
C -4.354 -1.876 1.102
C -5.634 -1.374 1.007
C -5.871 -0.161 0.373
C -4.791 0.561 -0.146
C -3.504 0.045 -0.066
O -4.955 1.784 -0.738
C -6.214 2.366 -0.484
C -7.321 1.327 -0.664
O -7.165 0.285 0.272
H 0.456 -2.327 1.607
H 0.211 -3.193 0.047
H 3.339 -0.891 -2.514
H 1.456 1.380 -1.209
H 3.029 1.682 -1.990
H 2.527 3.440 -0.261
H 2.404 2.150 0.968
H 6.681 2.488 0.966
H 8.114 0.476 1.135
H 7.190 -1.741 0.543
H 4.861 -1.921 -0.243
H -1.986 -2.630 1.150
H -4.186 -2.821 1.598
H -6.476 -1.910 1.415
H -2.692 0.613 -0.485
H -6.323 3.190 -1.189
H -6.248 2.752 0.544
H -8.306 1.760 -0.486
H -7.273 0.924 -1.685
*
```

Calculated values
* HOMO: -8.12 eV
* calculated total energy: -38842.420 eV
* Kohn-Sham gap: 8.754 eV
* energy relative to the best compared isomer or geometry (same formula, charge and spin): 0.0 kcal/mol

---

No. 7
Molecular formula: C3H7NSi
Method: DFT, wB97M-V/def2-TZVPD

```
! RIJCOSX wB97M-V def2-TZVPD def2/J DEFGRID3
* xyz 0 3
C 1.255 -1.399 -0.840
C 0.515 -0.864 0.255
C -1.564 1.598 -0.927
N -2.008 2.414 -1.549
Si 1.015 0.235 1.528
H 0.839 -1.269 -1.889
H 1.193 -2.501 -0.854
H -0.578 -1.180 -0.014
H -1.456 0.550 -0.790
H 2.557 -1.113 -0.812
H 0.426 1.166 2.636
H 2.409 0.203 1.650
*
```

Calculated values
* HOMO (alpha / beta): -5.95 / -11.75 eV
* calculated total energy: -12585.037 eV
* Kohn-Sham gap (alpha / beta): 6.682 / 9.792 eV
* energy relative to the best compared isomer or geometry (same formula, charge and spin): 53.3 kcal/mol

---

- Number 1 is which compound?
  C26H52AsF6NO16P2S2